Entry 1:
Here is a cluster of 8 separate species, C24H68N4O12 in total at a distorted geometry from the Open Molecules 2025 dataset. Energies are from ωB97M-V/def2-TZVPD.

Computed properties:
E_HOMO (eV): -9.08
Gap between HOMO and LUMO (Ha): 0.340
Lowest unoccupied orbital energy (eV): 0.16
SMILES string: COC[C@H](C)N.COC[C@H](C)N.COC[C@H](C)N.COC[C@H](C)N.OCCO.OCCO.OCCO.OCCO

Each atom is followed by the atoms it is bonded to, with distances in Å.
CARTESIAN COORDINATES (ANGSTROEM)
1 C -3.078 -4.749 -2.695  C2 1.510, H7 1.090, H8 1.090, H9 1.090
2 C -4.016 -4.070 -1.726  C1 1.510, C3 1.554, N6 1.419, H10 1.090
3 C -5.532 -4.390 -1.851  C2 1.554, O4 1.401, H11 1.090, H12 1.090
4 O -6.164 -3.870 -2.988  C3 1.401, C5 1.386
5 C -7.382 -4.469 -3.270  O4 1.386, H13 1.090, H14 1.090, H15 1.090
6 N -3.400 -4.429 -0.500  C2 1.419, H16 1.010, H17 1.010
7 H -1.998 -4.658 -2.577  C1 1.090
8 H -3.425 -4.320 -3.635  C1 1.090
9 H -3.268 -5.822 -2.740  C1 1.090
10 H -3.966 -2.993 -1.886  C2 1.090
11 H -6.039 -3.974 -0.981  C3 1.090
12 H -5.685 -5.468 -1.813  C3 1.090
13 H -8.091 -4.388 -2.446  C5 1.090
14 H -7.472 -5.518 -3.551  C5 1.090
15 H -7.911 -3.828 -3.975  C5 1.090
16 H -4.142 -4.414 0.186  N6 1.010
17 H -2.858 -3.597 -0.316  N6 1.010
18 C 2.427 -4.711 -5.338  C19 1.503, H24 1.090, H25 1.090, H26 1.090
19 C 2.895 -6.135 -5.446  C18 1.503, C20 1.530, N23 1.470, H27 1.090
20 C 1.886 -7.209 -5.038  C19 1.530, O21 1.438, H28 1.090, H29 1.090
21 O 2.350 -8.571 -5.040  C20 1.438, C22 1.460
22 C 1.458 -9.404 -4.239  O21 1.460, H30 1.090, H31 1.090, H32 1.090
23 N 3.233 -6.327 -6.864  C19 1.470, H33 1.010, H34 1.010
24 H 2.195 -4.627 -4.277  C18 1.090
25 H 1.453 -4.656 -5.824  C18 1.090
26 H 3.052 -3.927 -5.766  C18 1.090
27 H 3.776 -6.304 -4.826  C19 1.090
28 H 0.985 -7.211 -5.651  C20 1.090
29 H 1.528 -6.946 -4.043  C20 1.090
30 H 1.628 -9.276 -3.170  C22 1.090
31 H 1.533 -10.452 -4.528  C22 1.090
32 H 0.424 -9.137 -4.460  C22 1.090
33 H 3.746 -7.153 -7.139  N23 1.010
34 H 3.814 -5.514 -7.010  N23 1.010
35 C 3.438 2.165 -6.336  C36 1.547, H41 1.090, H42 1.090, H43 1.090
36 C 3.367 3.644 -6.783  C35 1.547, C37 1.521, N40 1.444, H44 1.090
37 C 4.714 4.343 -6.666  C36 1.521, O38 1.479, H45 1.090, H46 1.090
38 O 5.202 4.286 -5.271  C37 1.479, C39 1.382
39 C 6.568 4.106 -5.153  O38 1.382, H47 1.090, H48 1.090, H49 1.090
40 N 2.912 3.718 -8.151  C36 1.444, H50 1.010, H51 1.010
41 H 2.427 1.760 -6.378  C35 1.090
42 H 3.858 2.122 -5.331  C35 1.090
43 H 4.056 1.572 -7.010  C35 1.090
44 H 2.546 4.122 -6.249  C36 1.090
45 H 4.592 5.412 -6.839  C37 1.090
46 H 5.382 3.757 -7.297  C37 1.090
47 H 6.718 4.166 -4.075  C39 1.090
48 H 7.171 4.875 -5.634  C39 1.090
49 H 6.857 3.105 -5.473  C39 1.090
50 H 3.511 3.026 -8.579  N40 1.010
51 H 1.952 3.407 -8.189  N40 1.010
52 C -4.717 3.627 10.843  C53 1.551, H58 1.090, H59 1.090, H60 1.090
53 C -3.869 4.839 10.377  C52 1.551, C54 1.533, N57 1.461, H61 1.090
54 C -2.785 4.383 9.392  C53 1.533, O55 1.441, H62 1.090, H63 1.090
55 O -3.337 3.699 8.250  C54 1.441, C56 1.413
56 C -2.409 3.053 7.403  O55 1.413, H64 1.090, H65 1.090, H66 1.090
57 N -4.703 5.744 9.592  C53 1.461, H67 1.010, H68 1.010
58 H -5.347 4.051 11.625  C52 1.090
59 H -4.082 2.884 11.325  C52 1.090
60 H -5.266 3.195 10.006  C52 1.090
61 H -3.472 5.395 11.227  C53 1.090
62 H -2.277 3.623 9.986  C54 1.090
63 H -2.155 5.245 9.175  C54 1.090
64 H -1.766 3.793 6.928  C56 1.090
65 H -2.946 2.447 6.672  C56 1.090
66 H -1.845 2.347 8.013  C56 1.090
67 H -4.790 5.350 8.665  N57 1.010
68 H -5.618 5.851 10.006  N57 1.010
69 C 1.808 1.065 0.557  C70 1.582, O72 1.413, H73 1.090, H74 1.090
70 C 1.522 0.184 -0.726  C69 1.582, O71 1.412, H75 1.090, H76 1.090
71 O 0.595 0.856 -1.553  C70 1.412, H77 0.960
72 O 0.762 1.235 1.490  C69 1.413, H78 0.960
73 H 2.135 2.066 0.274  C69 1.090
74 H 2.650 0.586 1.058  C69 1.090
75 H 1.129 -0.771 -0.376  C70 1.090
76 H 2.399 -0.012 -1.342  C70 1.090
77 H -0.047 1.294 -0.989  O71 0.960
78 H 0.820 2.117 1.864  O72 0.960
79 C -3.677 1.408 -0.727  C80 1.573, O82 1.435, H83 1.090, H84 1.090
80 C -3.947 0.494 0.524  C79 1.573, O81 1.445, H85 1.090, H86 1.090
81 O -2.848 -0.376 0.875  C80 1.445, H87 0.960
82 O -2.667 2.333 -0.297  C79 1.435, H88 0.960
83 H -4.479 1.929 -1.252  C79 1.090
84 H -3.313 0.800 -1.554  C79 1.090
85 H -4.876 -0.024 0.285  C80 1.090
86 H -4.145 1.101 1.408  C80 1.090
87 H -2.057 0.092 1.151  O81 0.960
88 H -2.988 3.019 0.293  O82 0.960
89 C 0.589 5.998 1.846  C90 1.519, O92 1.443, H93 1.090, H94 1.090
90 C 1.531 6.390 0.721  C89 1.519, O91 1.433, H95 1.090, H96 1.090
91 O 2.624 7.282 0.971  C90 1.433, H97 0.960
92 O 1.194 5.069 2.771  C89 1.443, H98 0.960
93 H -0.355 5.653 1.424  C89 1.090
94 H 0.378 6.844 2.501  C89 1.090
95 H 1.007 6.848 -0.118  C90 1.090
96 H 1.960 5.488 0.285  C90 1.090
97 H 3.282 7.238 0.274  O91 0.960
98 H 1.902 5.647 3.064  O92 0.960
99 C 4.615 -1.331 6.349  C100 1.537, O102 1.421, H103 1.090, H104 1.090
100 C 3.357 -1.683 5.540  C99 1.537, O101 1.434, H105 1.090, H106 1.090
101 O 2.699 -2.874 5.996  C100 1.434, H107 0.960
102 O 5.578 -2.338 6.073  C99 1.421, H108 0.960
103 H 4.268 -1.139 7.365  C99 1.090
104 H 4.953 -0.376 5.945  C99 1.090
105 H 3.543 -1.875 4.483  C100 1.090
106 H 2.607 -0.893 5.558  C100 1.090
107 H 2.390 -2.776 6.899  O101 0.960
108 H 5.260 -3.167 6.438  O102 0.960

Entry 2:
Here is a cluster of 3 separate species, C35H75BClNOS2 in total from the Open Molecules 2025 dataset. Energies are from ωB97M-V/def2-TZVPD.

Computed properties:
E_HOMO (eV): -8.45
Gap between HOMO and LUMO (Ha): 0.310
Lowest unoccupied orbital energy (eV): 0.00
SMILES string: CCCCCCCCN(CCCCCCCC)C(=S)SCCCB(Cl)COCC.CCCCCC.CCCCCC

Each atom is followed by the atoms it is bonded to, with distances in Å.
CARTESIAN COORDINATES (ANGSTROEM)
1 C 0.074 -2.177 -5.503  C2 1.522, H30 1.088, H31 1.089, H32 1.088
2 C 1.435 -2.659 -5.986  C1 1.522, C3 1.545, H33 1.090, H34 1.090
3 C 2.324 -3.344 -4.924  C2 1.545, C4 1.529, H35 1.089, H36 1.091
4 C 1.655 -3.719 -3.601  C3 1.529, C5 1.544, H37 1.089, H38 1.087
5 C 2.677 -4.275 -2.587  C4 1.544, C6 1.533, H39 1.091, H40 1.090
6 C 2.742 -3.464 -1.288  C5 1.533, C7 1.537, H41 1.089, H42 1.089
7 C 3.416 -4.252 -0.153  C6 1.537, C8 1.522, H43 1.094, H44 1.088
8 C 4.289 -3.449 0.801  C7 1.522, N9 1.485, H45 1.089, H46 1.093
9 N 3.619 -2.567 1.790  C8 1.485, C10 1.457, C18 1.414
10 C 2.165 -2.614 1.862  N9 1.457, C11 1.543, H47 1.086, H48 1.093
11 C 1.594 -1.818 3.054  C10 1.543, C12 1.535, H49 1.088, H50 1.089
12 C 0.983 -0.458 2.689  C11 1.535, C13 1.545, H51 1.088, H52 1.090
13 C -0.169 -0.031 3.626  C12 1.545, C14 1.540, H53 1.090, H54 1.087
14 C -1.558 -0.022 2.961  C13 1.540, C15 1.537, H55 1.089, H56 1.089
15 C -2.437 1.159 3.403  C14 1.537, C16 1.530, H57 1.091, H58 1.091
16 C -2.249 2.416 2.551  C15 1.530, C17 1.533, H59 1.091, H60 1.091
17 C -0.933 3.163 2.790  C16 1.533, H61 1.089, H62 1.087, H63 1.088
18 C 4.087 -1.233 1.756  N9 1.414, S19 1.634, S20 1.718
19 S 3.856 -0.195 0.516  C18 1.634
20 S 4.809 -0.813 3.258  C18 1.718, C21 1.797
21 C 4.973 0.974 3.160  S20 1.797, C22 1.533, H64 1.088, H65 1.088
22 C 5.142 1.556 4.568  C21 1.533, C23 1.536, H66 1.091, H67 1.089
23 C 3.960 2.436 5.000  C22 1.536, B24 1.565, H68 1.089, H69 1.095
24 B 3.683 3.621 4.017  C23 1.565, Cl25 1.765, C26 1.576
25 Cl 2.138 3.627 3.163  B24 1.765
26 C 4.710 4.774 3.701  B24 1.576, O27 1.429, H70 1.090, H71 1.097
27 O 4.107 5.920 3.096  C26 1.429, C28 1.408
28 C 4.307 5.993 1.704  O27 1.408, C29 1.526, H72 1.095, H73 1.095
29 C 3.694 7.290 1.182  C28 1.526, H74 1.086, H75 1.085, H76 1.088
30 H -0.454 -1.650 -6.296  C1 1.088
31 H 0.166 -1.485 -4.668  C1 1.089
32 H -0.550 -3.005 -5.171  C1 1.088
33 H 1.972 -1.802 -6.392  C2 1.090
34 H 1.287 -3.340 -6.824  C2 1.090
35 H 2.763 -4.255 -5.329  C3 1.089
36 H 3.156 -2.677 -4.690  C3 1.091
37 H 0.896 -4.477 -3.787  C4 1.089
38 H 1.177 -2.850 -3.156  C4 1.087
39 H 3.676 -4.271 -3.026  C5 1.091
40 H 2.428 -5.307 -2.340  C5 1.090
41 H 3.295 -2.542 -1.458  C6 1.089
42 H 1.725 -3.207 -0.996  C6 1.089
43 H 4.103 -4.959 -0.627  C7 1.094
44 H 2.689 -4.870 0.370  C7 1.088
45 H 4.981 -2.866 0.197  C8 1.089
46 H 4.903 -4.158 1.362  C8 1.093
47 H 1.852 -3.647 1.977  C10 1.086
48 H 1.699 -2.229 0.950  C10 1.093
49 H 2.376 -1.681 3.798  C11 1.088
50 H 0.820 -2.430 3.515  C11 1.089
51 H 0.619 -0.488 1.664  C12 1.088
52 H 1.759 0.307 2.735  C12 1.090
53 H -0.181 -0.707 4.480  C13 1.090
54 H 0.030 0.958 4.031  C13 1.087
55 H -2.081 -0.940 3.228  C14 1.089
56 H -1.440 0.036 1.880  C14 1.089
57 H -2.246 1.409 4.448  C15 1.091
58 H -3.482 0.857 3.322  C15 1.091
59 H -3.083 3.091 2.749  C16 1.091
60 H -2.335 2.133 1.501  C16 1.091
61 H -0.649 3.092 3.839  C17 1.089
62 H -1.038 4.220 2.557  C17 1.087
63 H -0.125 2.754 2.186  C17 1.088
64 H 5.824 1.224 2.530  C21 1.088
65 H 4.082 1.333 2.650  C21 1.088
66 H 5.246 0.756 5.303  C22 1.091
67 H 6.068 2.126 4.635  C22 1.089
68 H 3.054 1.845 5.131  C23 1.089
69 H 4.197 2.856 5.982  C23 1.095
70 H 5.212 5.113 4.608  C26 1.090
71 H 5.475 4.379 3.023  C26 1.097
72 H 5.375 5.945 1.468  C28 1.095
73 H 3.835 5.142 1.203  C28 1.095
74 H 4.458 7.975 0.827  C29 1.086
75 H 3.106 7.758 1.965  C29 1.085
76 H 3.030 7.092 0.344  C29 1.088
77 C -4.284 2.373 -8.760  C78 1.526, H83 1.091, H84 1.091, H85 1.092
78 C -3.134 3.076 -8.045  C77 1.526, C79 1.528, H86 1.093, H87 1.093
79 C -1.895 3.260 -8.919  C78 1.528, C80 1.529, H88 1.093, H89 1.095
80 C -1.257 1.960 -9.411  C79 1.529, C81 1.527, H90 1.095, H91 1.093
81 C -0.841 0.992 -8.305  C80 1.527, C82 1.526, H92 1.093, H93 1.094
82 C 0.216 1.559 -7.362  C81 1.526, H94 1.092, H95 1.091, H96 1.091
83 H -4.013 1.360 -9.062  C77 1.091
84 H -5.157 2.297 -8.110  C77 1.091
85 H -4.581 2.924 -9.654  C77 1.092
86 H -2.875 2.524 -7.138  C78 1.093
87 H -3.472 4.061 -7.713  C78 1.093
88 H -1.154 3.844 -8.366  C79 1.093
89 H -2.163 3.866 -9.791  C79 1.095
90 H -0.377 2.212 -10.011  C80 1.095
91 H -1.945 1.449 -10.090  C80 1.093
92 H -0.445 0.085 -8.771  C81 1.093
93 H -1.716 0.680 -7.729  C81 1.094
94 H 1.114 1.845 -7.912  C82 1.092
95 H 0.502 0.817 -6.614  C82 1.091
96 H -0.148 2.438 -6.827  C82 1.091
97 C -7.398 -3.743 6.495  C98 1.526, H103 1.091, H104 1.091, H105 1.092
98 C -6.319 -4.030 5.454  C97 1.526, C99 1.528, H106 1.093, H107 1.093
99 C -5.171 -3.022 5.474  C98 1.528, C100 1.529, H108 1.094, H109 1.095
100 C -5.576 -1.579 5.167  C99 1.529, C101 1.528, H110 1.095, H111 1.094
101 C -6.273 -1.381 3.822  C100 1.528, C102 1.525, H112 1.093, H113 1.093
102 C -5.402 -1.763 2.629  C101 1.525, H114 1.092, H115 1.091, H116 1.091
103 H -7.879 -2.780 6.322  C97 1.091
104 H -8.176 -4.507 6.468  C97 1.091
105 H -6.974 -3.733 7.501  C97 1.092
106 H -6.770 -4.065 4.459  C98 1.093
107 H -5.907 -5.026 5.636  C98 1.093
108 H -4.403 -3.345 4.765  C99 1.094
109 H -4.696 -3.045 6.460  C99 1.095
110 H -4.678 -0.954 5.195  C100 1.095
111 H -6.226 -1.204 5.962  C100 1.094
112 H -6.555 -0.328 3.732  C101 1.093
113 H -7.207 -1.949 3.791  C101 1.093
114 H -4.475 -1.185 2.624  C102 1.092
115 H -5.920 -1.566 1.689  C102 1.091
116 H -5.137 -2.821 2.642  C102 1.091